1.
# C3H9NO3

A 2-piece molecular cluster, C3H9NO3 overall at a distorted geometry (ωB97M-V/def2-TZVPD, the Open Molecules 2025 dataset).

The geometry in XYZ format:
```
16
Properties=species:S:1:pos:R:3:lowdin_charge:R:1
O -0.6239 2.4340 0.6698 0.03
C -1.2908 1.4376 0.7408 -0.21
C -0.6122 0.2409 -0.0299 -0.17
N -1.3886 -1.0328 0.0375 -0.07
C -0.7326 -2.1079 -0.7903 -0.29
O 0.6155 -2.1030 -0.4103 -0.12
H -2.1811 1.3496 1.3869 0.12
H 0.2917 0.0920 0.6693 0.13
H -0.1939 0.4621 -0.9836 0.11
H -1.3196 -1.4343 0.9387 0.07
H -1.1549 -3.1545 -0.5899 0.14
H -0.7410 -1.7335 -1.8486 0.13
H 0.8933 -2.9203 0.1572 0.15
O 3.1094 1.4257 -0.1362 -0.01
H 2.7453 2.2485 -0.3428 0.01
H 2.3866 0.8422 -0.1610 -0.02
```

Results
- ΔE to the lowest compared entry with this formula, charge and spin: 69.6 kcal/mol
- Energy: -400.1106 hartree
- Molecular weight: 107.11 g/mol
- SMILES string: O=CCNCO.O
- HOMO level: -9.49 eV

=====

2.
# C30H48BrCaN3P2Se

C30H48BrCaN3P2Se as an isolated structure at a distorted geometry (ωB97M-V/def2-TZVPD, the Open Molecules 2025 dataset).

The geometry in XYZ format:
```
86
Properties=species:S:1:pos:R:3:lowdin_charge:R:1
N 2.5553 4.2778 -6.6118 0.09
C 2.7794 2.9957 -6.9247 -0.10
C 2.1287 1.9152 -6.3013 0.02
C 1.1269 2.1800 -5.3202 -0.20
C 0.9003 3.5509 -5.0259 0.01
C 1.6317 4.5510 -5.6883 -0.10
C 0.3081 1.1608 -4.6576 -0.04
Ca -1.0502 -0.6459 -2.8174 1.09
P -4.0063 -0.5460 0.5195 0.91
C -0.5024 1.5422 -3.5731 -0.29
C 0.0326 2.2723 -2.4281 -0.33
C -0.8077 3.1405 -1.6861 -0.08
C -0.4960 3.4907 -0.3820 -0.12
C 0.6479 2.9222 0.2473 -0.36
C 1.6613 2.4558 -0.6261 -0.09
C 1.3783 2.2049 -1.9683 -0.03
Br -1.0402 0.4960 0.1009 0.40
H 0.2407 0.1805 -5.1420 0.11
H -1.6092 1.5728 -3.6833 0.13
H 2.3924 0.9032 -6.5813 0.11
H 0.1583 3.8733 -4.2984 0.11
H 3.5118 2.8248 -7.7212 0.12
H 1.4386 5.6031 -5.4507 0.12
H -1.7307 3.4854 -2.1419 0.13
H 2.1695 1.8058 -2.6041 0.12
H -1.1912 4.0843 0.2051 0.09
H 2.6241 2.1517 -0.1934 0.10
P 0.8771 2.8070 2.0650 1.02
C -3.9011 -0.8722 -1.2615 -0.52
C -5.2971 -1.2567 -1.7895 -0.16
H -3.2238 -1.7292 -1.4169 0.02
H -3.5332 0.0395 -1.7632 0.03
H -5.2122 -1.7849 -2.7443 0.07
H -5.8274 -1.9192 -1.0926 0.07
H -5.9242 -0.3748 -1.9531 0.08
C -4.1848 1.2498 0.7244 -0.47
C -5.1496 1.6376 1.8609 -0.16
H -4.5450 1.6682 -0.2300 0.08
H -3.1756 1.6494 0.9033 -0.02
H -5.2977 2.7249 1.8616 0.07
H -6.1316 1.1649 1.7292 0.07
H -4.7541 1.3470 2.8423 0.07
C -2.8211 -1.2146 1.7646 -0.53
C -3.3779 -2.2719 2.7151 -0.16
H -2.4653 -0.3590 2.3624 0.05
H -1.9557 -1.6209 1.2193 -0.02
H -2.6166 -2.5194 3.4619 0.07
H -4.2581 -1.8980 3.2443 0.07
H -3.6493 -3.1868 2.1832 0.07
C 1.1295 1.0632 2.5973 -0.35
C 1.6927 0.8899 4.0055 -0.12
H 1.7684 0.5832 1.8379 0.07
H 0.1399 0.5951 2.4943 0.03
H 2.7140 1.2806 4.1017 0.07
H 1.0586 1.3628 4.7593 0.08
H 1.7201 -0.1788 4.2275 0.08
C -0.5913 3.3631 2.9536 -0.31
C -0.9689 4.8261 2.7976 -0.11
H -0.3545 3.1324 4.0035 0.10
H -1.4050 2.6926 2.6468 0.09
H -0.2317 5.4742 3.2692 0.08
H -1.0705 5.1380 1.7598 0.06
H -1.9262 4.9877 3.2944 0.09
C 2.3178 3.6776 2.7076 -0.31
C 3.6433 3.2892 2.0500 -0.11
H 2.3345 3.4344 3.7794 0.10
H 2.0911 4.7444 2.6066 0.10
H 3.5886 3.2807 0.9573 0.05
H 4.3853 4.0454 2.3267 0.09
H 4.0138 2.3122 2.4046 0.08
C 3.5381 -1.6523 -0.0487 -0.01
N 2.2418 -2.2923 -0.0532 -0.12
C 1.7209 -2.9995 1.0115 -0.01
C 0.4903 -3.4292 0.6469 -0.02
N 0.2714 -2.9816 -0.6406 -0.12
C -0.9443 -3.2260 -1.4206 -0.06
C 1.3692 -2.2909 -1.0980 -0.68
Se 1.6496 -1.6174 -2.8039 0.67
H 3.7045 -1.1792 -1.0166 0.05
H 4.3216 -2.3987 0.1331 0.11
H 3.5685 -0.8985 0.7482 0.09
H 2.2901 -3.1361 1.9046 0.14
H -0.2352 -4.0144 1.1861 0.14
H -1.2365 -4.2851 -1.3819 0.13
H -1.7831 -2.6465 -0.9895 0.05
H -0.7600 -2.9893 -2.4954 0.03
```

Results
- ΔE to the lowest compared entry with this formula, charge and spin: 0.0 kcal/mol
- Energy: -7671.4110 hartree
- Molecular weight: 711.63 g/mol
- Total charge: +2
- HOMO level: -11.36 eV

=====

3.
# C7H8N2O3

C7H8N2O3 as an isolated structure at a distorted geometry (ωB97M-V/def2-TZVPD, the Open Molecules 2025 dataset).

The geometry in XYZ format:
```
20
Properties=species:S:1:pos:R:3:lowdin_charge:R:1
C -0.7563 -1.6179 -0.8034 0.03
C 0.2675 -1.8903 -1.7551 -0.29
C 1.1847 -1.0531 -0.7897 -0.41
C 2.2570 1.2729 -2.4194 -0.45
C -1.4132 1.7457 2.2899 -0.15
C -1.2960 0.3157 1.9065 -0.26
C -0.0022 -0.0077 1.1679 0.05
N 0.3828 -2.5646 -2.8026 0.17
N 0.0279 -0.7065 -0.1445 -0.03
O 1.1450 1.1692 -2.1897 0.21
O 2.3413 -0.7807 -0.6285 0.11
O 3.3672 1.4259 -2.6629 0.23
H -1.8320 -1.5248 -0.6117 0.12
H -2.1600 1.9835 3.1180 0.09
H -0.5015 2.1563 2.7998 0.09
H -1.7656 2.5065 1.5745 0.08
H -1.4442 -0.3198 2.7645 0.10
H -2.1311 -0.0603 1.1659 0.13
H 0.9945 0.4438 1.1708 0.12
H 1.3343 -2.4936 -3.1501 0.07
```

Results
- ΔE to the lowest compared entry with this formula, charge and spin: 0.0 kcal/mol
- Energy: -606.6228 hartree
- <S²>: 2.02
- Molecular weight: 168.15 g/mol
- Multiplicity: 3
- HOMO level (alpha / beta): -7.00 / -9.78 eV